(1)
DFT (wB97M-V/def2-TZVPD) results for the molecule C4H5NO2S.

Results
- Gap between HOMO and LUMO: 0.319 hartree
- Structure (SMILES): Nc1occ(S)c1O

ORCA input file:
```
! wB97M-V def2-TZVPD RIJCOSX def2/J DEFGRID3
* xyz 0 1
C 0.651 0.848 0.225
C -1.122 0.865 -0.931
C -0.948 -0.470 -0.619
C 0.273 -0.489 0.121
H 2.002 1.439 1.734
H 2.669 0.892 0.296
H -1.944 1.333 -1.376
H -2.694 -1.927 0.016
H 0.451 -2.329 0.591
N 1.868 1.453 0.664
O -0.269 1.672 -0.359
O 0.941 -1.466 0.749
S -1.878 -1.821 -1.109
*
```

=====

(2)
DFT (wB97M-V/def2-TZVPD) results for the molecule C4H5NO2S.

Results
- Gap between HOMO and LUMO: 0.279 hartree

ORCA input file:
```
! wB97M-V def2-TZVPD RIJCOSX def2/J DEFGRID3
* xyz 0 1
C -2.644 -0.618 0.758
C -1.443 -0.915 0.346
C -0.189 -0.928 0.055
C 0.873 -1.936 -0.352
N -0.522 2.345 -0.304
O 0.250 1.383 1.806
O 1.858 1.327 -0.090
S 0.495 1.191 0.391
H 1.907 -1.441 -0.585
H 0.565 -2.360 -1.370
H 0.977 -2.758 0.339
H -0.796 2.324 -1.217
H -1.330 2.385 0.224
*
```

=====

So which one wins? Going from most stable to least: (1), (2).

=====

(1)
DFT (wB97M-V/def2-TZVPD) results for the molecule C4H5NO2S.

Results
- Gap between HOMO and LUMO: 0.332 hartree
- Structure (SMILES): C=COC(=O)/C=N\S

ORCA input file:
```
! wB97M-V def2-TZVPD RIJCOSX def2/J DEFGRID3
* xyz 0 1
C -1.414 1.276 -0.143
C -0.230 0.266 -0.080
C 2.129 0.176 0.014
C 2.420 -1.095 -0.087
H -4.428 -0.618 0.362
H -1.250 2.395 -0.087
H 2.886 0.968 0.089
H 1.706 -2.033 -0.139
H 3.507 -1.333 0.207
N -2.677 0.912 -0.072
O -0.492 -0.954 -0.155
O 0.911 0.863 0.079
S -3.069 -0.822 0.011
*
```

=====

(2)
DFT (wB97M-V/def2-TZVPD) results for the molecule C4H5NO2S.

Results
- Gap between HOMO and LUMO: 0.323 hartree
- Structure (SMILES): O=C[C@H]1CNC(=S)O1

ORCA input file:
```
! wB97M-V def2-TZVPD RIJCOSX def2/J DEFGRID3
* xyz 0 1
C -0.706 0.449 -2.115
C -0.603 0.996 -0.707
C -1.571 0.230 0.243
C 0.653 -0.131 0.830
H 0.178 0.645 -2.716
H -0.640 2.097 -0.812
H -2.266 -0.374 -0.339
H -2.107 0.940 0.866
H -0.875 -1.277 1.684
N -0.606 -0.570 0.997
O -1.687 -0.116 -2.498
O 0.690 0.792 -0.116
S 1.955 -0.795 1.609
*
```

=====

So which one wins? Going from most stable to least: (2), (1).

=====

(1)
DFT (wB97M-V/def2-TZVPD) results for a cluster of 7 separate species, C21H42O21 in total.

Results
- Gap between HOMO and LUMO: 0.401 hartree
- Structure (SMILES): COC(=O)OC.COC(=O)OC.COC(=O)OC.COC(=O)OC.COC(=O)OC.COC(=O)OC.COC(=O)OC

ORCA input file:
```
! wB97M-V def2-TZVPD RIJCOSX def2/J DEFGRID3
* xyz 0 1
C 5.667 4.480 6.473
O 7.015 3.888 6.505
C 7.623 3.341 5.379
O 8.767 2.859 5.407
O 6.790 3.264 4.336
C 7.307 2.949 3.070
H 5.497 5.276 7.198
H 4.927 3.705 6.672
H 5.448 5.004 5.543
H 6.551 2.933 2.284
H 7.794 1.974 3.094
H 8.030 3.687 2.724
C -6.890 -5.196 5.488
O -6.513 -6.326 6.242
C -7.436 -6.891 7.009
O -8.550 -6.378 7.224
O -6.978 -8.094 7.409
C -7.606 -8.759 8.470
H -7.158 -4.393 6.175
H -7.756 -5.467 4.883
H -6.054 -4.862 4.875
H -7.075 -9.697 8.633
H -8.619 -9.012 8.155
H -7.534 -8.222 9.416
C -4.927 7.555 -5.317
O -6.119 7.143 -6.036
C -7.102 6.648 -5.276
O -7.019 6.455 -4.023
O -8.159 6.250 -6.070
C -9.271 5.555 -5.471
H -4.173 8.028 -5.945
H -4.437 6.822 -4.676
H -5.251 8.233 -4.527
H -9.463 6.068 -4.529
H -9.068 4.497 -5.304
H -10.173 5.587 -6.084
C -2.469 0.284 8.850
O -1.946 -0.827 8.103
C -0.743 -0.709 7.436
O -0.051 0.270 7.388
O -0.490 -1.877 6.917
C 0.694 -2.061 6.185
H -1.785 1.060 9.193
H -3.001 0.082 9.780
H -3.093 0.945 8.249
H 0.413 -2.826 5.461
H 1.596 -2.294 6.749
H 0.826 -1.163 5.581
C 0.554 -4.989 -2.895
O 0.169 -3.702 -3.349
C -1.109 -3.667 -3.812
O -1.910 -4.577 -4.069
O -1.382 -2.358 -3.972
C -2.752 -1.950 -3.968
H 0.021 -5.149 -1.958
H 1.579 -5.047 -2.529
H 0.448 -5.843 -3.564
H -3.009 -1.866 -2.912
H -3.343 -2.627 -4.585
H -2.803 -0.929 -4.346
C 7.822 -2.236 -8.172
O 8.984 -2.339 -9.020
C 9.397 -1.330 -9.717
O 8.954 -0.234 -9.592
O 10.345 -1.726 -10.473
C 11.173 -0.807 -11.144
H 7.573 -3.287 -8.024
H 7.043 -1.889 -8.851
H 8.035 -1.575 -7.332
H 11.148 0.202 -10.734
H 10.771 -0.776 -12.157
H 12.221 -1.078 -11.017
C 2.013 2.587 -2.426
O 1.321 2.173 -1.241
C 0.122 2.627 -0.932
O -0.401 3.673 -1.375
O -0.394 1.800 -0.102
C -1.548 2.211 0.612
H 2.111 3.657 -2.607
H 1.390 2.188 -3.226
H 2.957 2.044 -2.463
H -1.304 3.147 1.114
H -1.743 1.551 1.458
H -2.491 2.336 0.080
*
```

=====

(2)
DFT (wB97M-V/def2-TZVPD) results for a cluster of 7 separate species, C21H42O21 in total.

Results
- Gap between HOMO and LUMO: 0.399 hartree
- Structure (SMILES): COC(=O)OC.COC(=O)OC.COC(=O)OC.COC(=O)OC.COC(=O)OC.COC(=O)OC.COC(=O)OC

ORCA input file:
```
! wB97M-V def2-TZVPD RIJCOSX def2/J DEFGRID3
* xyz 0 1
C 5.231 -1.134 -10.498
O 4.920 -1.656 -9.252
C 3.859 -1.241 -8.575
O 2.993 -0.383 -8.868
O 3.818 -1.912 -7.416
C 2.670 -1.813 -6.540
H 4.537 -1.621 -11.184
H 6.234 -1.395 -10.833
H 5.092 -0.063 -10.641
H 2.756 -2.535 -5.728
H 1.707 -1.931 -7.038
H 2.711 -0.909 -5.932
C -0.441 4.274 -4.463
O 0.912 4.682 -4.602
C 1.357 5.865 -4.272
O 0.587 6.747 -3.871
O 2.683 5.992 -4.628
C 3.340 7.235 -4.388
H -0.747 4.368 -3.421
H -0.604 3.250 -4.799
H -1.124 4.955 -4.971
H 4.381 7.041 -4.645
H 3.140 7.592 -3.378
H 3.033 7.846 -5.237
C 0.610 -0.799 7.360
O 1.974 -1.135 7.352
C 2.381 -2.417 7.713
O 1.688 -3.446 7.949
O 3.708 -2.484 7.564
C 4.278 -3.680 7.194
H 0.150 -1.708 6.973
H 0.317 0.102 6.820
H 0.224 -0.669 8.371
H 4.461 -3.745 6.121
H 3.762 -4.614 7.414
H 5.193 -3.511 7.762
C 2.977 15.580 2.993
O 3.246 14.191 3.184
C 2.337 13.309 2.681
O 1.246 13.574 2.141
O 2.793 12.116 2.850
C 2.079 10.978 2.399
H 3.172 15.822 1.948
H 3.642 16.166 3.628
H 2.025 15.939 3.384
H 1.899 10.859 1.331
H 1.142 10.839 2.938
H 2.719 10.111 2.564
C -7.493 -6.130 -0.721
O -7.060 -5.270 -1.801
C -5.891 -4.588 -1.602
O -5.336 -4.508 -0.526
O -5.451 -4.111 -2.689
C -4.222 -3.368 -2.845
H -6.751 -6.883 -0.458
H -8.448 -6.622 -0.902
H -7.764 -5.549 0.160
H -3.376 -3.881 -2.388
H -4.441 -2.397 -2.400
H -3.924 -3.185 -3.877
C -4.382 -8.955 2.968
O -5.660 -8.813 3.556
C -6.504 -9.866 3.559
O -6.209 -10.966 3.130
O -7.755 -9.473 4.014
C -8.864 -10.250 3.758
H -3.930 -9.895 3.285
H -3.739 -8.195 3.412
H -4.223 -8.677 1.926
H -9.030 -10.488 2.707
H -9.798 -9.734 3.981
H -8.819 -11.240 4.211
C 2.278 1.415 0.964
O 2.674 0.195 1.612
C 2.256 -0.939 1.127
O 1.671 -1.080 0.156
O 2.677 -1.933 1.908
C 2.493 -3.333 1.600
H 2.862 1.496 0.047
H 2.561 2.326 1.491
H 1.223 1.350 0.697
H 3.362 -3.899 1.937
H 2.359 -3.421 0.522
H 1.589 -3.767 2.026
*
```

=====

(3)
DFT (wB97M-V/def2-TZVPD) results for a cluster of 7 separate species, C21H42O21 in total.

Results
- Gap between HOMO and LUMO: 0.394 hartree
- Structure (SMILES): COC(=O)OC.COC(=O)OC.COC(=O)OC.COC(=O)OC.COC(=O)OC.COC(=O)OC.COC(=O)OC

ORCA input file:
```
! wB97M-V def2-TZVPD RIJCOSX def2/J DEFGRID3
* xyz 0 1
C 1.191 4.736 -5.037
O 0.844 5.989 -4.434
C -0.353 6.603 -4.677
O -1.037 6.503 -5.696
O -0.557 7.442 -3.678
C -1.881 8.041 -3.441
H 1.338 4.821 -6.113
H 0.459 3.965 -4.797
H 2.158 4.490 -4.598
H -1.949 8.914 -2.790
H -2.620 7.318 -3.097
H -2.440 8.303 -4.339
C 1.804 -8.698 13.200
O 1.002 -8.010 12.233
C 1.415 -7.759 10.980
O 2.131 -8.421 10.387
O 0.833 -6.617 10.539
C 0.734 -6.239 9.173
H 2.057 -8.083 14.063
H 2.767 -8.926 12.743
H 1.322 -9.594 13.592
H 1.732 -5.992 8.811
H 0.050 -5.397 9.065
H 0.208 -7.063 8.690
C 0.431 -2.074 -3.568
O 1.339 -2.389 -2.493
C 1.231 -1.755 -1.405
O 0.461 -0.814 -1.200
O 1.851 -2.498 -0.444
C 1.734 -2.280 0.971
H -0.605 -2.143 -3.237
H 0.517 -3.019 -4.103
H 0.762 -1.249 -4.199
H 1.434 -3.111 1.610
H 1.092 -1.422 1.172
H 2.687 -1.869 1.305
C -4.187 -2.236 2.382
O -4.826 -1.306 3.288
C -4.280 -1.167 4.476
O -3.419 -1.846 5.009
O -4.850 -0.090 5.057
C -4.357 0.473 6.277
H -4.550 -2.168 1.357
H -4.490 -3.233 2.702
H -3.114 -2.046 2.374
H -4.406 -0.257 7.085
H -4.885 1.384 6.559
H -3.298 0.637 6.075
C 8.868 3.990 6.574
O 8.290 3.057 5.661
C 7.377 3.520 4.827
O 6.546 4.417 5.141
O 7.372 2.745 3.851
C 6.556 2.889 2.692
H 9.026 4.975 6.136
H 9.843 3.651 6.923
H 8.193 4.179 7.408
H 5.517 2.702 2.964
H 6.986 2.153 2.013
H 6.660 3.913 2.333
C 0.248 -4.557 -11.813
O 1.167 -4.072 -12.797
C 2.391 -3.602 -12.416
O 2.722 -3.374 -11.284
O 3.122 -3.259 -13.499
C 4.482 -2.920 -13.511
H 0.658 -4.650 -10.808
H -0.051 -5.585 -12.019
H -0.623 -3.910 -11.706
H 4.608 -2.077 -12.832
H 4.543 -2.502 -14.516
H 5.159 -3.770 -13.420
C -9.609 5.406 -3.049
O -8.580 4.422 -2.831
C -7.732 4.508 -1.877
O -7.651 5.380 -0.986
O -6.936 3.385 -1.973
C -5.902 3.177 -1.079
H -9.338 6.252 -3.681
H -10.185 5.712 -2.176
H -10.295 4.792 -3.633
H -4.962 3.712 -1.212
H -5.630 2.123 -1.144
H -6.322 3.366 -0.091
*
```

=====

So which one wins? Going from most stable to least: (1), (2), (3).

=====

(1)
DFT (wB97M-V/def2-TZVPD) results for the molecule C4H6N2O.

Results
- Gap between HOMO and LUMO: 0.322 hartree
- Structure (SMILES): Cc1ncc(O)[nH]1

ORCA input file:
```
! wB97M-V def2-TZVPD RIJCOSX def2/J DEFGRID3
* xyz 0 1
C -1.804 0.221 -1.181
C -0.522 -0.178 -0.532
N 0.558 -0.581 -1.145
C 1.565 -0.566 -0.199
C 1.066 -0.129 0.993
O 1.594 0.139 2.213
N -0.269 0.094 0.789
H -1.889 -0.257 -2.158
H -1.788 1.306 -1.335
H -2.682 -0.020 -0.574
H 2.583 -0.838 -0.445
H 2.510 0.407 2.081
H -0.922 0.402 1.494
*
```

=====

(2)
DFT (wB97M-V/def2-TZVPD) results for the molecule C4H6N2O.

Results
- Gap between HOMO and LUMO: 0.370 hartree
- Structure (SMILES): COc1cc[nH]n1

ORCA input file:
```
! wB97M-V def2-TZVPD RIJCOSX def2/J DEFGRID3
* xyz 0 1
C -2.289 0.211 0.083
O -1.294 -0.805 -0.024
C -0.046 -0.337 -0.118
N 0.215 0.935 -0.101
N 1.585 1.037 -0.091
C 2.150 -0.249 -0.115
C 1.135 -1.151 -0.182
H -3.236 -0.325 0.103
H -2.167 0.807 0.996
H -2.247 0.889 -0.776
H 1.811 1.646 0.686
H 3.225 -0.433 -0.167
H 1.158 -2.226 -0.294
*
```

=====

(3)
DFT (wB97M-V/def2-TZVPD) results for the molecule C4H6N2O.

Results
- Gap between HOMO and LUMO: 0.354 hartree
- Structure (SMILES): N#C[C@@H](N)/C=C/O

ORCA input file:
```
! wB97M-V def2-TZVPD RIJCOSX def2/J DEFGRID3
* xyz 0 1
C 1.343 0.308 -0.884
N -1.822 0.391 1.152
C 0.325 0.593 -0.034
C -1.064 0.033 -0.012
O 2.526 0.982 -0.786
C -0.430 -1.404 0.126
N -0.329 -2.543 0.237
H 3.222 0.512 -1.255
H 1.348 -0.603 -1.472
H -2.627 -0.210 1.285
H -1.278 0.349 2.004
H 0.428 1.481 0.577
H -1.641 0.109 -0.938
*
```

=====

(4)
DFT (wB97M-V/def2-TZVPD) results for the molecule C4H6N2O.

Results
- Gap between HOMO and LUMO: 0.311 hartree
- Structure (SMILES): Nc1[nH]ccc1O

ORCA input file:
```
! wB97M-V def2-TZVPD RIJCOSX def2/J DEFGRID3
* xyz 0 1
N 1.813 0.931 -0.120
C 0.577 0.477 0.407
C 0.082 -0.812 0.384
O 0.858 -1.923 0.596
C -1.261 -0.741 -0.051
C -1.560 0.598 -0.234
N -0.461 1.316 0.098
H 1.729 0.629 -1.084
H 2.554 0.400 0.304
H 0.306 -2.708 0.481
H -1.919 -1.581 -0.214
H -2.459 1.098 -0.549
H -0.271 2.294 -0.059
*
```

=====

So which one wins? Going from most stable to least: (1), (4), (2), (3).